The following is a quantum chemistry calculation of the molecule C9H11NO2 in a non-equilibrium geometry, from the Open Molecules 2025 dataset.

```
23
Properties=species:S:1:pos:R:3:nbo_charge:R:1
H -1.09262 -0.35669 -1.69873 0.23
H 2.22820 -2.79621 0.38887 0.22
C 3.08406 -0.79397 0.34375 -0.21
H -2.60958 1.22065 -0.76230 0.21
H -2.11437 1.72393 1.60669 0.36
H 4.03683 -1.08286 0.76276 0.21
H -0.03003 -1.95992 -0.43713 0.21
N -1.41723 1.69195 0.95604 -0.80
O -2.26739 -1.14557 1.48665 -0.53
H -3.21746 -0.61671 -1.35597 0.47
C -0.74640 0.47723 -1.06920 -0.42
C -1.88523 0.72108 -0.05935 -0.18
C 0.55913 0.09662 -0.51944 -0.08
H -0.53316 1.48480 -1.44806 0.24
H 1.26612 2.02730 -0.06481 0.21
O -3.07014 -1.30374 -0.65061 -0.71
C -2.40127 -0.58511 0.42994 0.77
C 0.79370 -1.20527 -0.19984 -0.18
H -0.62945 1.29721 1.50893 0.37
H 3.63608 1.23976 0.40111 0.22
C 2.82000 0.58839 0.21245 -0.21
C 1.54439 0.96422 -0.12011 -0.20
C 2.04581 -1.68708 0.28835 -0.22
```

For the HOMO energy, the calculation gives -9.38 eV. The frontier orbital gap is 9.93 eV. The net charge is 0. As for the relative energy (zero: lowest compared OMol25 entry of this formula, charge and spin): 32.81 kcal/mol. The SMILES is N[C@@H](Cc1ccccc1)C(=O)O. The LUMO energy is 0.020 Ha. The calculation puts the molar mass at 165.19 g/mol.


The following is a quantum chemistry calculation of the molecule C4H6O2S2 in a non-equilibrium geometry, from the Open Molecules 2025 dataset.

```
14
Properties=species:S:1:pos:R:3:nbo_charge:R:1
C 0.98542 0.13423 0.70503 -0.57
S -2.52935 -1.44933 0.30463 1.39
S -3.65263 1.16601 0.01195 1.06
H 1.79992 -0.51349 0.19789 0.21
H 1.28652 1.21093 0.88112 0.22
H 0.76005 -0.26897 1.57542 0.19
O -4.39018 1.79055 -1.06173 -0.82
H 0.00674 0.43352 -1.17623 0.24
C -0.98115 -1.13196 -0.17942 -0.36
O -2.70088 -2.87694 0.29148 -0.92
C -0.30681 0.16804 -0.15509 -0.49
C -3.85345 -0.48382 -0.20416 -0.60
H -0.45677 -1.99277 -0.01621 0.23
H -0.86036 0.94342 0.31669 0.22
```

For the HOMO energy (alpha / beta), the calculation gives -7.70 / -9.95 eV. The frontier orbital gap (alpha / beta) is 6.45 / 7.01 eV. The net charge is 0. As for the relative energy (zero: lowest compared OMol25 entry of this formula, charge and spin): 65.67 kcal/mol. The spin multiplicity is 3. The LUMO energy (alpha / beta) is -0.046 / -0.108 Ha. The calculation puts the molar mass at 150.22 g/mol.


The following is a quantum chemistry calculation of the ion C4H10N with charge +1 in a non-equilibrium geometry, from the Open Molecules 2025 dataset.

```
15
Properties=species:S:1:pos:R:3:nbo_charge:R:1
H -1.66203 -0.29401 -1.99318 0.26
C -0.73178 0.44924 -1.92134 -0.73
H 1.16763 0.83618 -1.09984 0.22
C 0.22044 0.33239 -0.79046 0.30
H -1.09727 1.49829 -2.03347 0.30
N 0.16033 -0.04035 0.42647 -0.24
H 1.94854 0.98052 0.73534 0.22
H -0.51016 -1.65512 1.73281 0.26
H -0.25240 0.21815 -2.87461 0.28
C 1.46040 0.20153 1.26747 -0.38
H 2.09521 -0.63603 1.40704 0.24
H -1.43000 -1.35504 0.17419 0.24
C -0.90255 -0.79307 1.04584 -0.45
H 1.07570 0.50390 2.25341 0.23
H -1.54205 -0.24657 1.67033 0.25
```

For the HOMO energy, the calculation gives -16.66 eV. The frontier orbital gap is 12.25 eV. The net charge is +1. As for the relative energy (zero: lowest compared OMol25 entry of this formula, charge and spin): 33.87 kcal/mol. The SMILES is CC=[N+](C)C. The LUMO energy is -0.162 Ha. The calculation puts the molar mass at 72.13 g/mol.